(1)
The following is a DFT calculation (wB97M-V/def2-TZVPD) of 2 unconnected molecules or ions with the total composition C4H6BrNO.

CARTESIAN COORDINATES (ANGSTROEM)
N: 0.927 1.390 0.857
C: 1.757 0.491 0.907
C: 2.231 -0.541 0.268
O: 3.489 -0.456 -0.489
H: 0.915 2.116 1.564
H: 2.100 -1.675 0.439
H: 3.227 0.045 -1.347
C: -3.091 -0.047 -0.047
C: -1.917 -0.101 -0.600
Br: -1.146 -1.781 -1.271
H: -3.545 0.928 0.340
H: -3.635 -1.023 0.215
H: -1.314 0.654 -0.837

- HOMO-LUMO gap: 9.45 eV
- Highest occupied orbital energy: -8.8825 eV
- Total charge: 0
- LUMO: 0.0207 hartree

***

(2)
The following is a DFT calculation (wB97M-V/def2-TZVPD) of 3 unconnected molecules or ions with the total composition C7H14N2O4.

CARTESIAN COORDINATES (ANGSTROEM)
C: -4.419 1.737 -1.290
C: 3.267 0.020 0.602
C: 1.795 0.879 -1.216
C: -0.950 -3.577 -1.532
C: 0.816 0.749 1.076
C: 2.180 0.958 0.307
C: -1.303 -0.647 0.569
N: -2.179 0.297 1.124
N: -0.032 -0.384 0.584
O: -5.495 1.569 -0.929
O: -3.349 1.945 -1.644
O: -3.428 0.248 0.990
O: -1.815 1.358 2.092
H: 3.838 0.200 1.525
H: 4.016 -0.060 -0.285
H: 3.070 -1.084 0.428
H: 2.739 0.975 -1.852
H: 1.551 -0.200 -1.484
H: 0.985 1.491 -1.626
H: -1.074 -4.604 -1.776
H: -1.700 -2.768 -1.582
H: -0.055 -3.465 -0.876
H: 0.978 0.403 2.104
H: 0.081 1.526 1.279
H: 2.663 1.993 0.402
H: 0.540 -1.235 0.513
H: -2.716 1.675 2.496

- HOMO-LUMO gap (spin up / spin down): 8.77 / 8.02 eV
- Highest occupied orbital energy (spin up / spin down): -8.4613 / -8.6726 eV
- Total charge: 0
- LUMO (spin up / spin down): 0.0112 / -0.0241 hartree

***

(3)
The following is a DFT calculation (wB97M-V/def2-TZVPD) of a single C5H8N2 molecule.

CARTESIAN COORDINATES (ANGSTROEM)
C: 0.196 1.380 -1.847
C: 0.018 0.425 -0.697
C: -0.545 -0.812 -0.796
N: -0.627 -1.332 0.582
C: 0.164 -0.380 1.457
N: 0.383 -1.060 2.537
C: 0.448 0.717 0.645
H: -0.193 2.370 -1.583
H: 1.260 1.507 -2.080
H: -0.310 1.044 -2.759
H: -1.132 -1.263 -1.584
H: -1.595 -1.366 0.906
H: -0.137 -2.126 1.063
H: 0.976 -0.646 3.234
H: 1.094 1.538 0.924

- HOMO-LUMO gap: 7.71 eV
- Highest occupied orbital energy: -6.8166 eV
- Total charge: 0
- LUMO: 0.0327 hartree

***

(4)
The following is a DFT calculation (wB97M-V/def2-TZVPD) of 2 unconnected molecules or ions with the total composition C3H2Cl2F2.

CARTESIAN COORDINATES (ANGSTROEM)
C: 1.130 -0.998 0.633
C: 0.714 -0.160 -0.349
C: -1.239 0.600 -0.328
F: 1.266 0.364 -1.411
F: -2.092 0.052 -1.133
Cl: -0.858 2.227 -0.853
Cl: -1.822 0.673 1.343
H: 2.188 -1.160 0.710
H: 0.713 -1.598 1.388

- HOMO-LUMO gap: 10.85 eV
- Highest occupied orbital energy: -10.1736 eV
- Total charge: 0
- LUMO: 0.0247 hartree

***

(5)
The following is a DFT calculation (wB97M-V/def2-TZVPD) of a molecular structure, C31H28BeCl3N7O2S2.

CARTESIAN COORDINATES (ANGSTROEM)
Be: -1.161 -0.540 -0.656
C: -4.293 2.715 1.151
N: -4.215 1.269 1.310
C: -5.232 0.445 1.763
C: -4.768 -0.812 1.768
N: -3.445 -0.759 1.320
C: -3.129 0.539 1.030
S: -1.652 1.169 0.481
C: -2.578 -1.869 1.293
C: -2.783 -2.907 2.192
C: -1.997 -4.038 2.102
C: -1.021 -4.104 1.115
C: -0.850 -3.017 0.292
N: -1.598 -1.898 0.379
H: -5.286 3.042 1.442
H: -4.103 2.987 0.115
H: -3.552 3.201 1.783
H: -6.201 0.827 2.031
H: -5.273 -1.733 1.990
H: -3.540 -2.810 2.955
H: -2.144 -4.859 2.791
H: -0.402 -4.980 0.988
H: -0.095 -3.014 -0.482
N: -6.387 -2.378 -3.519
C: -5.605 -1.985 -2.501
O: -5.808 -2.236 -1.327
C: -4.395 -1.149 -2.842
C: -4.373 -0.116 -3.769
C: -3.261 0.718 -3.808
C: -2.232 0.512 -2.915
N: -2.239 -0.502 -2.030
C: -3.297 -1.317 -2.019
H: -7.210 -2.923 -3.317
H: -6.120 -2.266 -4.481
H: -5.211 0.053 -4.432
H: -3.207 1.543 -4.504
H: -1.380 1.179 -2.872
H: -3.297 -2.134 -1.312
Cl: 5.122 0.210 6.783
C: 4.842 0.326 5.088
C: 3.787 1.090 4.615
C: 3.585 1.182 3.249
C: 4.403 0.520 2.337
C: 4.138 0.709 0.860
C: 3.907 -0.615 0.089
N: 2.648 -0.617 -0.657
C: 2.485 -0.451 -2.008
C: 1.147 -0.434 -2.237
N: 0.487 -0.590 -1.036
C: 1.435 -0.673 -0.103
O: 5.204 1.394 0.240
C: 4.983 2.753 -0.108
C: 4.048 2.929 -1.270
C: 2.728 3.248 -1.187
Cl: 1.819 3.559 0.239
S: 1.974 3.411 -2.729
C: 3.444 3.002 -3.519
C: 4.448 2.781 -2.635
C: 5.458 -0.239 2.845
Cl: 6.550 -1.064 1.786
C: 5.680 -0.340 4.208
H: 3.145 1.614 5.308
H: 2.770 1.793 2.875
H: 3.221 1.302 0.785
H: 3.900 -1.467 0.764
H: 4.724 -0.731 -0.617
H: 3.316 -0.372 -2.687
H: 0.624 -0.332 -3.171
H: 1.270 -0.794 0.956
H: 5.970 3.119 -0.383
H: 4.627 3.322 0.756
H: 3.483 2.980 -4.596
H: 5.463 2.547 -2.925
H: 6.507 -0.929 4.580

- HOMO-LUMO gap: 7.12 eV
- Highest occupied orbital energy: -12.8424 eV
- Total charge: +2
- LUMO: -0.2103 hartree

***

(6)
The following is a DFT calculation (wB97M-V/def2-TZVPD) of a single C2H4NP molecule.

CARTESIAN COORDINATES (ANGSTROEM)
C: -0.089 -0.784 0.418
C: 0.224 0.572 -0.115
N: 0.060 0.754 -1.599
P: -0.922 1.756 -0.930
H: -0.839 -1.401 -0.222
H: -0.491 -0.765 1.537
H: 0.951 -1.208 0.684
H: 1.105 1.076 0.226

- HOMO-LUMO gap: 8.58 eV
- Highest occupied orbital energy: -8.8867 eV
- Total charge: 0
- LUMO: -0.0111 hartree

***

(7)
The following is a DFT calculation (wB97M-V/def2-TZVPD) of a single C3H4ClNO3 molecule.

CARTESIAN COORDINATES (ANGSTROEM)
O: -2.191 0.634 1.961
C: -1.439 0.980 1.083
C: -0.163 0.238 0.666
Cl: 0.335 -1.024 1.758
C: -0.341 -0.467 -0.636
O: -1.400 -0.863 -1.060
N: 0.853 -0.730 -1.337
O: 2.031 -0.408 -0.629
H: -1.653 1.866 0.402
H: 0.629 1.005 0.590
H: 1.057 -1.644 -1.742
H: 2.283 0.413 -1.055

- HOMO-LUMO gap: 10.79 eV
- Highest occupied orbital energy: -10.4196 eV
- Total charge: 0
- LUMO: 0.0138 hartree

***

(8)
The following is a DFT calculation (wB97M-V/def2-TZVPD) of a molecular structure, C41H40IrN2O5S2Te.

CARTESIAN COORDINATES (ANGSTROEM)
Ir: 0.081 -0.878 1.187
C: 1.651 5.057 -2.209
C: 1.602 3.686 -1.587
C: 2.749 3.000 -1.227
C: 2.709 1.734 -0.655
C: 4.048 1.174 -0.283
O: 4.881 1.921 0.195
C: 4.432 -0.238 -0.602
C: 3.724 -1.016 -1.512
C: 4.193 -2.275 -1.858
C: 5.368 -2.759 -1.303
C: 6.079 -1.985 -0.395
C: 5.611 -0.730 -0.047
C: 1.478 1.095 -0.389
O: 1.547 -0.098 0.151
C: 0.290 1.799 -0.733
C: 0.396 3.061 -1.319
C: -1.076 1.262 -0.577
N: -1.325 0.022 -0.396
C: -2.716 -0.447 -0.381
C: -2.824 -1.960 -0.492
Te: -2.808 -2.745 -2.492
C: -1.197 -1.621 -3.255
C: 0.059 -2.207 -3.370
C: 1.109 -1.483 -3.923
C: 0.924 -0.169 -4.325
C: -0.329 0.419 -4.206
C: -1.388 -0.317 -3.698
C: -2.186 2.285 -0.618
C: -2.976 3.941 0.989
C: -4.015 4.511 0.390
C: -4.585 4.259 -0.941
C: -4.146 3.365 -1.821
C: -3.013 2.445 -1.644
H: 2.668 5.312 -2.507
H: 1.308 5.825 -1.511
H: 1.017 5.116 -3.096
H: 3.724 3.449 -1.376
H: 2.798 -0.649 -1.934
H: 3.627 -2.892 -2.543
H: 5.720 -3.749 -1.566
H: 6.989 -2.366 0.051
H: 6.150 -0.106 0.653
H: -0.516 3.578 -1.596
H: -3.274 -0.004 -1.206
H: -3.193 -0.106 0.542
H: -3.794 -2.280 -0.110
H: -2.047 -2.469 0.069
H: 0.225 -3.214 -3.004
H: 2.080 -1.951 -4.027
H: 1.753 0.398 -4.730
H: -0.482 1.446 -4.516
H: -2.377 0.119 -3.650
H: -2.678 4.247 1.983
H: -4.496 5.275 0.987
H: -5.443 4.864 -1.209
H: -4.665 3.279 -2.768
H: -2.811 1.784 -2.476
C: -5.463 -2.550 2.245
C: -4.335 -1.605 2.560
C: -3.030 -2.071 2.703
C: -1.986 -1.197 2.973
C: -2.238 0.167 3.086
C: -3.528 0.646 2.946
C: -4.570 -0.239 2.694
S: -0.856 1.304 3.379
O: -0.210 0.728 4.574
O: -2.114 2.960 0.578
O: -0.088 0.983 2.083
H: -5.140 -3.587 2.323
H: -5.835 -2.391 1.230
H: -6.303 -2.402 2.926
H: -2.827 -3.132 2.604
H: -0.980 -1.577 3.169
H: -3.720 1.709 3.032
H: -5.581 0.140 2.588
C: 3.262 -2.663 1.615
C: 2.780 -1.546 2.532
C: 3.469 -1.650 3.893
C: 1.261 -1.565 2.719
H: 4.351 -2.664 1.534
H: 2.848 -2.565 0.614
H: 2.950 -3.636 2.008
H: 3.057 -0.585 2.086
H: 3.212 -2.597 4.378
H: 3.159 -0.839 4.554
H: 4.558 -1.614 3.787
H: 1.014 -0.971 3.601
H: 0.956 -2.608 2.915
S: 0.591 -5.109 -1.007
C: 0.416 -3.663 -0.273
N: 0.288 -2.627 0.244

- HOMO-LUMO gap: 6.69 eV
- Highest occupied orbital energy: -5.0007 eV
- Total charge: -1
- LUMO: 0.0620 hartree

***

(9)
The following is a DFT calculation (wB97M-V/def2-TZVPD) of a molecular structure, C25H41F3O2P2Ru.

CARTESIAN COORDINATES (ANGSTROEM)
Ru: 0.103 1.000 -0.802
C: -0.194 3.706 0.347
C: 0.941 2.835 0.128
C: -0.010 3.459 -1.929
C: -0.753 4.056 -0.890
C: 1.064 2.662 -1.351
C: -0.707 4.166 1.668
H: -0.250 3.600 2.486
H: -1.797 4.011 1.732
H: -0.523 5.239 1.844
C: -1.955 4.898 -1.118
H: -2.423 5.183 -0.164
H: -2.700 4.347 -1.712
H: -1.704 5.814 -1.669
C: -0.205 3.680 -3.372
H: -0.035 4.730 -3.653
H: -1.234 3.430 -3.664
H: 0.474 3.047 -3.954
C: 2.292 2.247 -2.070
H: 2.911 3.103 -2.374
H: 2.004 1.692 -2.974
H: 2.877 1.571 -1.442
C: 2.119 2.782 1.041
H: 2.827 3.607 0.828
H: 2.657 1.835 0.925
H: 1.811 2.899 2.092
C: -1.764 0.041 1.190
C: -1.052 0.535 2.262
C: 0.383 0.133 2.560
C: 1.288 -0.711 1.570
C: 1.224 -0.641 0.051
C: 0.579 -1.777 -0.751
C: -0.990 -1.810 -0.673
C: -1.786 -1.348 0.573
H: 0.350 -0.488 3.492
H: 1.188 -1.782 1.897
H: 0.996 1.034 2.813
H: -1.678 -2.094 1.416
H: -2.626 0.645 0.804
H: -1.237 1.598 2.539
H: -2.831 -1.509 0.228
H: -1.357 -1.319 -1.597
H: 0.789 -1.576 -1.829
H: -1.325 -2.841 -0.874
H: 2.345 -0.507 1.877
H: 2.221 -0.400 -0.387
P: -0.250 -3.292 2.110
C: -1.489 -4.536 2.659
C: 0.968 -3.595 3.463
P: 1.515 -3.250 -0.399
C: 0.510 -4.236 0.726
C: 3.169 -3.073 0.289
C: 1.619 -4.147 -1.943
H: -2.137 -4.833 1.831
H: -2.101 -4.105 3.458
H: -1.002 -5.430 3.051
H: 1.054 -4.673 3.643
H: 0.583 -3.126 4.377
H: 1.963 -3.187 3.247
H: 1.704 -5.208 -1.687
H: 2.516 -3.824 -2.464
H: 0.725 -3.976 -2.544
H: -0.308 -4.727 0.167
H: 1.139 -5.040 1.153
H: 3.840 -2.871 -0.552
H: 3.439 -4.045 0.717
H: 3.294 -2.291 1.047
F: -4.790 1.584 -2.082
C: -3.814 1.477 -3.032
F: -4.315 0.753 -4.063
F: -3.566 2.741 -3.505
C: -2.488 0.836 -2.420
O: -2.046 -0.147 -2.991
O: -2.038 1.436 -1.372

- HOMO-LUMO gap (spin up / spin down): 6.35 / 2.77 eV
- Multiplicity: 5
- Highest occupied orbital energy (spin up / spin down): -12.7787 / -12.9220 eV
- Total charge: +2
- LUMO (spin up / spin down): -0.2364 / -0.3730 hartree

***

(10)
The following is a DFT calculation (wB97M-V/def2-TZVPD) of a molecular structure, C10H10ClNO2Os.

CARTESIAN COORDINATES (ANGSTROEM)
C: 1.677 -3.076 -0.789
C: 1.106 -2.108 -1.757
C: -0.274 -1.893 -1.381
H: 1.625 -1.711 -2.622
C: -0.534 -2.626 -0.175
C: 0.646 -3.360 0.189
H: 0.760 -4.063 1.017
H: 2.655 -3.563 -0.824
H: -1.034 -1.368 -1.960
H: -1.500 -2.748 0.314
Os: 1.267 -1.255 0.135
Cl: 3.071 -0.149 -0.451
C: -0.398 3.391 1.003
C: -1.618 2.704 1.136
C: -2.044 2.280 -0.150
H: -2.141 2.523 2.067
C: -1.135 2.839 -1.113
C: -0.120 3.523 -0.391
H: 0.572 4.225 -0.819
H: 0.239 3.743 1.790
H: -2.762 1.478 -0.371
H: -1.104 2.598 -2.192
O: 0.120 0.217 3.241
N: 0.314 -0.146 2.118
O: 0.612 -1.458 1.984

- HOMO-LUMO gap (spin up / spin down): 7.83 / 5.95 eV
- Multiplicity: 5
- Highest occupied orbital energy (spin up / spin down): -7.3642 / -7.9822 eV
- Total charge: 0
- LUMO (spin up / spin down): 0.0170 / -0.0746 hartree

***

(11)
The following is a DFT calculation (wB97M-V/def2-TZVPD) of a molecular structure, C39H47GeLiO3S3Te.

CARTESIAN COORDINATES (ANGSTROEM)
Li: -1.182 -0.299 0.163
C: -0.852 4.248 -1.867
C: -1.591 3.084 -1.194
S: -0.850 1.486 -1.443
C: -2.723 3.364 -0.511
C: -3.160 4.828 -0.403
S: -3.828 2.213 0.250
H: -0.045 3.874 -2.487
H: -0.412 4.945 -1.136
H: -1.522 4.838 -2.510
H: -2.336 5.485 -0.086
H: -3.969 4.913 0.319
H: -3.525 5.217 -1.368
C: -2.208 -5.236 0.835
Te: -1.151 -3.350 0.437
C: 0.519 -4.665 0.137
C: 0.023 -6.094 0.063
C: 0.863 -7.143 -0.328
C: 0.400 -8.450 -0.393
C: -0.925 -8.726 -0.063
C: -1.763 -7.692 0.326
C: -1.308 -6.372 0.396
H: -3.159 -5.278 0.298
H: -2.438 -5.338 1.900
H: 1.220 -4.541 0.963
H: 1.039 -4.371 -0.771
H: 1.895 -6.919 -0.584
H: 1.066 -9.247 -0.698
H: -1.301 -9.741 -0.109
H: -2.796 -7.907 0.586
C: -6.242 -4.061 2.309
C: -5.923 -2.899 1.364
C: -4.783 -2.056 1.916
S: -4.228 -0.491 1.084
O: -2.830 -0.862 0.650
C: -5.207 -0.497 -0.440
C: -4.535 -1.272 -1.562
C: -5.254 -1.040 -2.888
H: -7.003 -4.721 1.884
H: -6.609 -3.690 3.272
H: -5.346 -4.659 2.503
H: -6.825 -2.296 1.231
H: -5.655 -3.302 0.386
H: -3.853 -2.629 1.959
H: -5.026 -1.737 2.937
H: -5.275 0.567 -0.692
H: -6.203 -0.873 -0.185
H: -4.504 -2.341 -1.336
H: -3.499 -0.942 -1.638
H: -6.308 -1.343 -2.838
H: -4.776 -1.612 -3.689
H: -5.217 0.019 -3.162
O: 0.169 -0.474 1.503
C: 1.033 -0.930 0.708
O: 0.768 -1.700 -0.279
C: 2.504 -0.559 0.916
C: 3.090 0.200 -0.305
Ge: 3.503 2.073 -0.028
C: 5.159 2.178 1.029
C: 6.384 1.749 0.517
C: 7.541 1.765 1.294
C: 7.484 2.195 2.611
C: 6.274 2.611 3.142
C: 5.123 2.605 2.355
C: 3.820 2.826 -1.803
C: 2.721 2.848 -2.667
C: 2.838 3.394 -3.941
C: 4.054 3.914 -4.374
C: 5.155 3.892 -3.527
C: 5.033 3.359 -2.245
C: 2.216 3.202 0.880
C: 2.557 4.547 1.068
C: 1.665 5.422 1.677
C: 0.415 4.959 2.093
C: 0.069 3.627 1.915
C: 0.972 2.747 1.320
H: 3.041 -1.498 1.061
H: 2.576 0.020 1.839
H: 2.402 0.133 -1.152
H: 4.036 -0.244 -0.630
H: 6.439 1.387 -0.507
H: 8.484 1.438 0.870
H: 8.379 2.198 3.223
H: 6.222 2.940 4.173
H: 4.181 2.941 2.777
H: 1.763 2.427 -2.346
H: 1.971 3.411 -4.593
H: 4.144 4.333 -5.371
H: 6.108 4.287 -3.863
H: 5.895 3.371 -1.583
H: 3.522 4.917 0.726
H: 1.934 6.465 1.811
H: -0.292 5.645 2.545
H: -0.916 3.266 2.198
H: 0.678 1.720 1.178

- HOMO-LUMO gap: 3.73 eV
- Highest occupied orbital energy: 0.1157 eV
- Total charge: -2
- LUMO: 0.1412 hartree

***

(12)
The following is a DFT calculation (wB97M-V/def2-TZVPD) of a single C4H6O3S molecule.

CARTESIAN COORDINATES (ANGSTROEM)
C: 0.329 1.485 -0.585
C: -0.204 0.357 0.288
O: -0.621 -0.616 -0.678
C: -1.983 -1.169 -0.487
O: -2.711 -1.078 0.500
O: 0.754 -0.068 1.169
C: 1.911 -0.713 0.860
S: 2.584 -1.109 -0.475
H: 0.855 1.043 -1.367
H: 0.835 2.177 0.116
H: -0.556 2.076 -0.919
H: -1.036 0.571 1.145
H: -2.564 -1.805 -1.344
H: 2.407 -1.151 1.777

- HOMO-LUMO gap: 9.39 eV
- Highest occupied orbital energy: -9.0268 eV
- Total charge: 0
- LUMO: 0.0133 hartree

***

Max |F| values, unit eV/A, following the record order: 5.6 4.4 1.7 5.3 0.4 3.1 2.1 0.4 3.8 3.1 1.1 4.3.
Calculated total energy values, unit eV, following the record order: -77821.31779 -18648.32865 -8292.39659 -33619.76951 -106758.90129 -12915.07436 -23328.62529 -88186.56349 -59976.52499 -31098.57549 -143870.43443 -21220.48231.